Record 1
{
  "formula": "C55H48AsF6HgN9O19",
  "method": "the ωB97M-V functional and the def2-TZVPD basis",
  "homo_ev": -8.04,
  "orbital_gap_ev": 7.2,
  "spin_multiplicity": 1,
  "relative_energy_kj_mol": 27.7,
  "species": ["Hg", "As", "F", "F", "F", "F", "F", "F", "C", "O", "H", "H", "H", "C", "C", "C", "C", "C", "C", "N", "O", "O", "H", "H", "H", "H", "H", "C", "C", "C", "C", "C", "C", "N", "O", "O", "H", "H", "H", "H", "H", "C", "C", "C", "C", "C", "C", "N", "O", "O", "H", "H", "H", "H", "H", "C", "C", "C", "C", "C", "C", "N", "O", "O", "H", "H", "H", "H", "H", "C", "C", "C", "C", "C", "C", "N", "O", "O", "H", "H", "H", "H", "H", "C", "C", "C", "C", "C", "C", "N", "O", "O", "H", "H", "H", "H", "H", "C", "C", "C", "C", "C", "C", "N", "O", "O", "H", "H", "H", "H", "H", "C", "C", "C", "C", "C", "C", "N", "O", "O", "H", "H", "H", "H", "H", "C", "C", "C", "C", "C", "C", "N", "O", "O", "H", "H", "H", "H", "H"],
  "positions_angstrom": [[0.087, 0.328, -0.248], [0.438, 4.187, 0.917], [0.344, 2.486, 0.281], [0.466, 3.597, 2.640], [0.476, 5.916, 1.495], [0.543, 4.629, -0.798], [-1.370, 4.234, 1.031], [2.183, 4.192, 0.952], [0.982, -2.793, 0.197], [-0.165, -1.959, 0.161], [1.137, -3.110, -0.834], [1.859, -2.230, 0.514], [0.812, -3.674, 0.817], [-5.786, -3.240, -1.924], [-4.593, -3.324, -1.156], [-3.818, -2.170, -1.042], [-4.068, -0.994, -1.839], [-5.233, -1.002, -2.678], [-6.101, -2.127, -2.666], [-3.160, 0.211, -1.768], [-3.322, 1.085, -2.530], [-2.199, 0.153, -1.019], [-6.409, -4.113, -1.797], [-4.454, -4.244, -0.609], [-2.910, -2.249, -0.462], [-5.502, -0.263, -3.419], [-7.014, -2.272, -3.225], [-2.083, 4.664, -6.199], [-0.784, 4.336, -6.516], [-0.016, 3.612, -5.610], [-0.572, 3.356, -4.302], [-1.823, 3.852, -3.967], [-2.611, 4.478, -4.941], [0.165, 2.606, -3.247], [-0.416, 2.133, -2.254], [1.392, 2.506, -3.341], [-2.564, 5.368, -6.861], [-0.417, 4.527, -7.513], [0.999, 3.361, -5.879], [-2.096, 3.727, -2.929], [-3.567, 4.838, -4.591], [-1.860, -4.335, -5.238], [-1.395, -3.430, -6.177], [-0.847, -2.211, -5.789], [-0.631, -1.993, -4.416], [-1.143, -2.900, -3.479], [-1.738, -4.081, -3.874], [0.047, -0.821, -3.894], [0.212, -0.610, -2.670], [0.464, -0.001, -4.708], [-2.168, -5.276, -5.670], [-1.446, -3.649, -7.233], [-0.631, -1.529, -6.598], [-1.059, -2.650, -2.431], [-2.059, -4.795, -3.130], [6.777, 2.534, -1.590], [6.795, 1.383, -2.355], [5.574, 0.764, -2.574], [4.431, 1.107, -1.813], [4.469, 2.249, -1.000], [5.644, 2.918, -0.851], [3.197, 0.292, -1.927], [3.142, -0.539, -2.795], [2.221, 0.492, -1.124], [7.657, 3.135, -1.418], [7.737, 1.094, -2.798], [5.459, -0.104, -3.206], [3.591, 2.472, -0.411], [5.835, 3.753, -0.192], [7.155, -4.327, 2.249], [7.933, -3.221, 2.333], [7.375, -1.980, 2.157], [6.018, -1.834, 1.640], [5.232, -2.982, 1.553], [5.879, -4.223, 1.723], [5.503, -0.571, 1.258], [4.306, -0.403, 0.998], [6.273, 0.347, 1.174], [7.637, -5.269, 2.466], [8.954, -3.399, 2.634], [8.075, -1.175, 2.328], [4.171, -3.019, 1.351], [5.245, -5.096, 1.667], [-1.214, -4.322, 5.584], [-0.545, -5.460, 6.029], [0.445, -5.948, 5.135], [1.051, -5.126, 4.184], [0.440, -3.954, 3.877], [-0.682, -3.583, 4.557], [2.206, -5.630, 3.367], [2.944, -4.875, 2.742], [2.351, -6.811, 3.382], [-2.110, -4.036, 6.116], [-1.053, -6.054, 6.773], [0.920, -6.885, 5.387], [0.744, -3.431, 2.982], [-1.208, -2.709, 4.205], [-4.765, 6.746, -1.415], [-3.795, 5.758, -1.328], [-4.041, 4.541, -0.731], [-5.267, 4.293, -0.170], [-6.176, 5.343, -0.105], [-5.965, 6.543, -0.763], [-5.415, 2.971, 0.517], [-4.819, 1.940, 0.176], [-6.167, 2.905, 1.453], [-4.583, 7.682, -1.922], [-2.799, 5.843, -1.736], [-3.299, 3.782, -0.533], [-7.088, 5.153, 0.442], [-6.709, 7.326, -0.734], [4.846, 2.325, 4.869], [4.122, 1.393, 5.622], [3.078, 0.687, 4.993], [2.744, 0.952, 3.627], [3.512, 1.906, 2.867], [4.515, 2.571, 3.525], [1.745, 0.065, 2.966], [1.321, 0.445, 1.895], [1.409, -0.973, 3.534], [5.639, 2.828, 5.402], [4.449, 1.191, 6.631], [2.500, -0.019, 5.572], [3.378, 2.155, 1.825], [4.984, 3.331, 2.918], [-5.313, -2.357, 3.077], [-4.046, -2.515, 2.473], [-3.196, -1.432, 2.224], [-3.651, -0.133, 2.483], [-4.990, 0.029, 2.940], [-5.767, -1.050, 3.299], [-2.812, 1.031, 2.127], [-3.110, 2.117, 2.586], [-1.745, 0.962, 1.503], [-5.937, -3.179, 3.395], [-3.670, -3.485, 2.185], [-2.232, -1.641, 1.784], [-5.406, 0.971, 3.267], [-6.629, -0.911, 3.934]]
}

***

Record 2
{
  "formula": "C55H48Cl3LaN7O4",
  "method": "the ωB97M-V functional and the def2-TZVPD basis",
  "homo_ev": [-4.37, -4.29],
  "orbital_gap_ev": [5.0, 5.2],
  "total_charge": -1,
  "spin_multiplicity": 1,
  "species": ["La", "C", "C", "C", "C", "C", "C", "C", "C", "C", "C", "C", "C", "C", "C", "C", "C", "C", "C", "C", "N", "C", "C", "C", "C", "C", "C", "C", "C", "C", "C", "C", "C", "N", "C", "C", "C", "C", "C", "N", "C", "C", "C", "C", "C", "C", "C", "C", "N", "H", "H", "H", "H", "H", "H", "H", "H", "H", "H", "H", "H", "H", "H", "H", "H", "H", "H", "H", "H", "H", "H", "H", "H", "H", "H", "H", "H", "C", "N", "C", "C", "C", "N", "C", "C", "H", "H", "H", "H", "H", "H", "H", "H", "H", "H", "H", "H", "H", "H", "H", "H", "O", "Cl", "O", "O", "O", "Cl", "Cl", "C", "C", "C", "C", "N", "C", "H", "H", "H", "H"],
  "positions_angstrom": [[-0.150, 0.245, -0.090], [-1.007, 4.966, 5.867], [-0.133, 3.863, 5.904], [0.194, 3.170, 4.749], [-0.092, 3.760, 3.478], [-1.059, 4.765, 3.471], [-1.486, 5.378, 4.645], [0.428, 3.158, 2.228], [0.109, 3.682, 0.918], [0.108, 5.036, 0.463], [-0.163, 5.057, -0.869], [-0.242, 3.643, -1.337], [-0.509, 3.199, -2.660], [-0.905, 4.187, -3.677], [-1.604, 5.325, -3.339], [-2.030, 6.215, -4.330], [-1.910, 5.930, -5.680], [-1.181, 4.781, -6.042], [-0.670, 3.932, -5.076], [-0.431, 1.829, -3.031], [0.357, 0.842, -2.450], [0.308, -0.270, -3.260], [1.034, -1.487, -3.043], [0.931, -2.555, -4.080], [0.925, -2.285, -5.507], [0.925, -3.352, -6.442], [0.861, -4.675, -6.007], [0.754, -4.941, -4.634], [0.879, -3.938, -3.666], [1.833, -1.672, -1.832], [3.058, -2.512, -1.830], [3.727, -2.213, -0.675], [2.970, -1.223, 0.102], [1.785, -0.991, -0.630], [3.515, -0.516, 1.174], [2.962, 0.650, 1.809], [3.500, 1.363, 2.940], [2.650, 2.380, 3.246], [1.537, 2.327, 2.313], [1.733, 1.237, 1.508], [4.915, -0.814, 1.555], [5.934, 0.162, 1.644], [7.222, -0.199, 2.112], [7.524, -1.512, 2.427], [6.498, -2.446, 2.436], [5.226, -2.128, 1.994], [-0.651, -0.048, -4.314], [-1.103, 1.242, -4.191], [-0.099, 2.876, -0.200], [-1.268, 5.427, 6.825], [0.333, 3.593, 6.844], [0.596, 2.147, 4.785], [-1.550, 5.065, 2.545], [-2.240, 6.149, 4.539], [0.269, 5.898, 1.060], [-0.172, 5.933, -1.519], [-1.934, 5.441, -2.324], [-2.510, 7.148, -4.015], [-2.315, 6.618, -6.444], [-1.032, 4.574, -7.119], [-0.075, 3.079, -5.364], [0.991, -1.223, -5.838], [0.972, -3.064, -7.490], [0.926, -5.500, -6.749], [0.603, -5.966, -4.329], [0.881, -4.215, -2.610], [3.407, -3.121, -2.630], [4.729, -2.503, -0.397], [4.385, 1.051, 3.476], [2.813, 3.176, 3.961], [5.714, 1.171, 1.340], [8.026, 0.567, 2.093], [8.555, -1.803, 2.748], [6.803, -3.482, 2.648], [4.468, -2.853, 2.011], [-0.961, -0.783, -5.098], [-1.780, 1.746, -4.867], [-1.275, -6.083, 2.425], [-0.561, -5.940, 1.174], [0.844, -6.308, 1.362], [-0.769, -4.638, 0.519], [-2.243, -4.153, 0.517], [-2.473, -3.046, -0.356], [-2.118, -3.244, -1.779], [-3.920, -2.670, -0.393], [-2.351, -6.279, 2.211], [-1.245, -5.224, 3.118], [-0.928, -6.973, 2.965], [1.430, -6.034, 0.481], [0.866, -7.433, 1.468], [1.288, -5.887, 2.303], [-0.389, -4.778, -0.485], [-0.150, -3.894, 1.050], [-2.445, -3.770, 1.544], [-2.942, -4.951, 0.362], [-2.827, -3.889, -2.296], [-1.167, -3.704, -1.876], [-2.064, -2.283, -2.262], [-4.648, -3.483, -0.605], [-4.103, -1.861, -1.081], [-4.188, -2.297, 0.579], [-0.239, -0.698, 4.520], [-0.464, -1.284, 3.237], [-1.453, -2.365, 3.329], [-1.174, -0.266, 2.230], [0.785, -1.662, 2.547], [-2.700, 0.526, -0.972], [-5.693, 0.111, 4.393], [-5.133, 1.304, 3.298], [-6.043, 1.967, 2.485], [-5.584, 3.004, 1.701], [-4.237, 3.390, 1.810], [-3.357, 2.726, 2.547], [-3.750, 1.667, 3.193], [-7.117, 1.729, 2.503], [-6.296, 3.585, 1.087], [-3.812, 4.231, 1.223], [-2.972, 1.166, 3.750]]
}

***

| no. | electronic energy (a.u.) |
| --- | --- |
| 1 | -7034.501836 |
| 2 | -4220.954013 |